Density functional theory data (ωB97M-V/def2-TZVPD) for an isolated molecule of C3H3Br in a non-equilibrium geometry.

Last column: Löwdin charge in e.
Geometry (Å):
C1 0.8955 0.3696 0.1823  -0.019
C2 0.0462 0.0203 -0.7557  -0.660
C3 -0.4690 -0.1175 0.6200  -0.189
Br1 -0.4088 -0.2562 -2.6263  0.642
H1 1.8171 0.6816 0.3962  0.050
H2 -0.7287 -1.1791 0.8986  0.086
H3 -1.1522 0.4813 1.2850  0.091

Its total charge is 0. The highest occupied orbital energy is -9.22 eV. The SMILES is BrC1=CC1. Its spin multiplicity is 1. Its largest force on an atom is 5.2 eV Å⁻¹. The value obtained for the energy above the lowest of the compared OMol25 structures with the same formula, charge and spin is 1.322 eV. Its total energy is -2690.001029 a.u.